(1)
Entry from OMol25: a cluster of 3 separate species, C3H13NO3 in total in a non-equilibrium geometry (ωB97M-V/def2-TZVPD).

```
20
Properties=species:S:1:pos:R:3:forces:R:3:mulliken_charge:R:1
N 1.92769 -1.78398 0.92727 0.26 -0.36 -0.13 -0.6001
C 0.75474 -2.10236 0.13233 0.05 -0.36 0.81 -0.6191
C -0.61691 -1.59239 0.62936 0.55 1.26 -1.06 -0.3118
C -1.45219 -0.92042 -0.51072 1.27 -2.12 0.00 -0.5396
O -1.42217 0.46870 -0.47242 -0.35 0.99 0.35 -0.4566
H 1.92529 -2.12325 1.87311 -0.16 0.06 0.18 0.2014
H 2.18228 -0.81177 0.88456 -0.10 0.13 0.14 0.2028
H 0.98952 -1.70703 -0.82502 -0.08 0.46 -1.08 0.3479
H 0.71288 -3.18584 -0.00324 0.04 -0.02 0.05 0.3525
H -0.40097 -0.73143 1.26943 -0.27 -0.50 0.66 0.2210
H -1.14856 -2.41441 1.08717 -0.28 0.15 0.49 0.3458
H -2.45767 -1.29491 -0.47076 -0.74 0.33 0.11 0.2898
H -1.02465 -1.35147 -1.42365 -0.21 0.47 -0.34 0.3289
H -0.77192 0.87110 -1.05225 0.13 -0.55 -0.33 0.2774
O -0.93256 3.28888 0.80585 0.72 3.28 -1.50 -0.5940
H -0.52640 3.04495 -0.02524 -0.25 -0.20 -0.05 0.2709
H -1.08917 2.54634 1.30371 -0.59 -2.98 1.48 0.3195
O 1.43079 1.58935 -1.36492 -0.36 -0.07 0.16 -0.6196
H 1.08659 1.91614 -0.52395 0.40 -0.03 0.00 0.2960
H 2.28856 2.00808 -1.48238 -0.02 0.05 0.03 0.2868
```
Forces are in eV/Å.

The calculation puts the largest force on an atom at 0.07151 hartree/bohr. The energy above the lowest of the compared OMol25 structures with the same formula, charge and spin comes out at 121.8 kJ/mol. The energy is -10953.5093 eV. The calculation puts the HOMO-LUMO gap at 9.36 eV.

=====

(2)
Entry from OMol25: a structure of composition C28H42BrHgN3P2 in a non-equilibrium geometry (ωB97M-V/def2-TZVPD).

```
77
Properties=species:S:1:pos:R:3:forces:R:3:mulliken_charge:R:1
C -0.89073 4.77920 -2.91928 -0.31 -0.15 -0.14 -0.4752
C -1.24605 3.49455 -3.35964 0.20 0.77 -1.46 1.4799
C -1.36707 3.22573 -4.74157 -0.08 0.48 0.32 -0.3137
C -1.22179 4.31981 -5.61205 0.06 -0.42 0.68 -0.4515
N -0.95781 5.54570 -5.15659 0.10 0.28 -0.69 -0.5082
C -0.77052 5.79054 -3.86599 -0.05 -0.75 0.19 -0.4193
C -1.49861 2.55614 -2.32257 0.18 1.07 4.24 0.4508
C -1.60529 2.38594 -1.03741 1.11 4.71 -1.62 -0.9251
C -1.57292 2.40583 0.37753 -0.38 -0.50 -0.02 0.0590
C -0.37835 2.07517 1.05561 -0.24 -0.64 0.19 -0.2438
C -0.43489 1.50640 2.31541 0.09 0.09 0.04 0.2838
C -1.67381 1.27474 2.95549 0.10 1.66 -2.44 -0.2236
C -2.83847 1.86058 2.38892 0.45 0.13 -0.32 -0.4822
C -2.77847 2.45039 1.12717 -0.29 -0.76 0.39 -0.6377
Hg -1.85202 0.60843 -2.05315 -0.26 -1.90 -0.71 0.3454
P 2.03132 -1.32295 0.90004 0.22 0.41 -0.09 0.7519
H -1.60208 2.22911 -5.13640 0.08 0.44 0.26 0.3215
H -0.77580 4.96618 -1.85496 0.02 0.08 -0.20 0.3994
H -1.32892 4.17956 -6.69708 0.06 0.22 0.55 0.3734
H -0.52791 6.79981 -3.54163 -0.05 -0.07 -0.30 0.3847
H -3.67683 2.88470 0.68845 0.16 -0.28 0.02 0.5192
H 0.57380 2.18732 0.55507 0.04 -0.18 -0.05 0.5109
H -3.78746 1.79530 2.90995 0.12 0.10 0.01 0.4867
H 0.49930 1.19830 2.78512 -0.32 -0.01 0.03 0.3644
C 2.14090 -2.71012 2.12870 -0.59 -0.10 -0.05 -0.6264
C 3.04603 -3.89739 1.81369 0.13 -0.21 0.21 -1.2796
H 1.09669 -3.05554 2.20663 0.36 -0.09 0.22 0.4712
H 2.40143 -2.26850 3.10272 -0.06 -0.08 -0.26 0.2056
H 2.97221 -4.62664 2.62976 0.05 0.08 -0.20 0.4188
H 2.74717 -4.41196 0.89233 0.10 0.14 0.15 0.2787
H 4.10264 -3.61486 1.72966 -0.27 -0.04 -0.02 0.2775
C 3.16348 -1.85634 -0.46989 -0.05 -0.29 0.22 -0.5828
C 3.43580 -0.76145 -1.50040 0.16 -0.15 -0.05 -1.4515
H 2.67616 -2.71205 -0.96447 0.27 0.19 0.12 0.4096
H 4.09887 -2.23267 -0.03153 -0.22 0.11 -0.29 0.4654
H 4.04207 -1.17641 -2.31503 -0.12 0.19 0.12 0.4490
H 2.50275 -0.38393 -1.93750 0.10 0.04 0.07 0.1723
H 3.98893 0.08240 -1.07074 -0.16 -0.15 -0.08 0.3045
C 3.06552 -0.04228 1.75244 -0.34 0.04 -0.24 0.3404
C 4.49825 -0.45562 2.05776 0.25 0.24 0.12 -1.5079
H 2.55118 0.24978 2.68983 0.25 -0.19 -0.63 -0.2932
H 3.05317 0.84049 1.09237 0.05 -0.09 0.21 0.3752
H 4.99593 0.37120 2.57876 0.02 -0.22 -0.05 0.4507
H 4.54244 -1.33062 2.71778 0.00 0.13 -0.17 0.2577
H 5.07952 -0.66432 1.15100 -0.12 0.00 0.22 0.3093
Br -1.76855 0.23125 4.41126 -0.13 -0.81 1.41 -0.0131
P -2.37223 -1.56605 -2.10727 0.73 -0.72 0.69 -0.0745
C -0.59784 -2.10544 -2.02807 0.47 -0.79 -0.13 0.4793
C -0.21910 -3.51858 -1.57198 0.15 -0.49 -0.10 -0.8245
H -0.07326 -1.41274 -1.33642 -0.50 -0.13 -0.31 -0.3217
H -0.19557 -1.94776 -3.04176 -0.10 0.18 0.25 0.4470
H 0.79346 -3.46900 -1.15021 -0.34 0.00 -0.03 -0.0620
H -0.87151 -3.93733 -0.79547 0.09 0.18 -0.20 0.1935
H -0.15098 -4.22404 -2.41002 -0.30 0.14 0.22 0.4394
C -3.15657 -1.58024 -0.38201 -1.20 -0.55 0.20 -0.2074
C -3.99082 -2.75194 0.15555 -0.20 -0.20 0.01 -1.3756
H -3.81202 -0.68954 -0.35306 0.40 -0.28 -0.08 0.4586
H -2.34234 -1.41187 0.34827 0.21 0.13 -0.85 0.3453
H -4.11192 -2.59626 1.23628 0.09 -0.04 -0.24 0.3947
H -5.00806 -2.75431 -0.25481 0.34 -0.14 -0.10 0.3603
H -3.52664 -3.73724 0.02221 -0.11 0.30 -0.07 0.3470
C -3.13823 -1.19399 -3.81153 -0.72 0.20 -0.64 -0.1361
C -3.20453 -2.08443 -5.06139 -0.29 -0.75 0.03 -1.1744
H -2.55991 -0.29909 -4.14742 -0.52 -0.59 0.38 -0.0467
H -4.18127 -0.86271 -3.60285 0.78 0.08 0.23 0.4421
H -2.79865 -1.54429 -5.93072 -0.15 -0.23 0.40 0.3423
H -2.67497 -3.03321 -4.96620 0.07 0.10 -0.02 0.3204
H -4.25837 -2.32234 -5.26125 0.40 -0.02 -0.07 0.3475
N 1.59196 0.38557 5.58995 -0.07 0.89 -0.45 -0.1804
C 1.29760 1.15599 6.66516 0.13 0.50 -0.56 -0.1828
C 1.39739 2.47575 6.23994 0.01 -0.48 -0.09 -0.6332
C 1.76415 2.41089 4.87959 -0.33 -1.52 0.58 -0.4107
N 1.85402 1.12597 4.47240 0.01 0.56 1.14 -0.2502
H 1.59456 -0.62300 5.52730 0.05 0.28 0.03 0.1511
H 1.03609 0.73770 7.62635 0.10 0.01 -0.13 0.4466
H 1.21846 3.36736 6.81275 0.06 -0.03 0.14 0.3980
H 1.94588 3.23527 4.21108 0.04 -0.10 -0.17 0.4847
```
Forces are in eV/Å.

The calculation puts the largest force on an atom at 0.09921 hartree/bohr. The net charge is +2. The energy above the lowest of the compared OMol25 structures with the same formula, charge and spin comes out at 47.0 kJ/mol. The energy is -126962.0772 eV. The calculation puts the HOMO-LUMO gap at 5.12 eV.

=====

(3)
Entry from OMol25: an isolated molecule of C16H18ClN3O4S in a non-equilibrium geometry (ωB97M-V/def2-TZVPD).

```
43
Properties=species:S:1:pos:R:3:forces:R:3:mulliken_charge:R:1
C -3.72636 -1.96297 1.44510 -0.13 0.04 0.35 -0.9669
O -3.05291 -1.98001 0.20201 0.30 -0.04 -0.26 -0.4425
C -1.72031 -1.82110 0.17615 0.14 -0.04 -0.22 0.4249
C -0.90652 -1.62770 1.29223 -0.10 0.00 0.00 -0.4963
C 0.46951 -1.55999 1.15337 -0.01 -0.06 0.05 -0.7623
C 1.04673 -1.67495 -0.09561 0.59 -0.14 -0.15 0.0129
S 2.83165 -1.69739 -0.23505 -0.48 0.33 0.19 1.2879
O 3.36846 -2.37745 0.90473 -0.01 0.18 0.18 -0.7457
O 3.17680 -2.14844 -1.55080 -0.14 0.16 -0.10 -0.7222
N 3.17347 -0.06093 -0.05017 -0.05 -1.00 -0.18 0.0949
C 4.26098 0.31503 0.82333 0.32 -0.14 0.32 -1.0469
C 2.98999 0.73502 -1.23801 -0.23 0.22 -0.44 -0.8429
C 1.96061 1.85225 -1.06010 0.23 -0.26 0.34 0.6382
O 1.82967 2.74576 -1.86803 0.01 0.21 -0.46 -0.6778
N 1.23433 1.74632 0.06940 -0.08 -0.05 0.38 0.0404
C 0.13841 2.63858 0.37990 -0.01 0.08 -0.13 -1.3035
C -1.18850 2.00323 0.06599 -0.09 0.02 0.02 0.8714
C -1.55037 1.73724 -1.25128 -0.13 -0.01 0.15 -0.0870
C -2.77991 1.15688 -1.50650 0.07 0.09 0.05 -0.7227
C -3.60051 0.85397 -0.42988 -0.04 0.04 -0.20 -0.2642
N -3.25886 1.08416 0.82697 -0.39 -0.06 0.29 -0.5372
C -2.08361 1.64173 1.06337 0.33 0.23 -0.13 -0.6004
C 0.26322 -1.82343 -1.22616 -0.06 -0.04 -0.01 -0.2137
C -1.10864 -1.88654 -1.09011 -0.04 0.06 0.31 0.1027
Cl -2.10822 -2.08171 -2.47209 -0.08 -0.10 -0.30 -0.2013
H -4.76491 -2.18827 1.21067 0.05 0.00 0.06 0.2481
H -3.33251 -2.72709 2.12051 0.00 -0.01 -0.04 0.3968
H -3.66427 -0.97277 1.90514 -0.01 -0.11 -0.03 0.3778
H -1.34579 -1.54725 2.27287 -0.06 0.00 0.10 0.4839
H 1.10761 -1.45467 2.01649 0.01 0.00 0.20 0.4763
H 5.21069 0.39127 0.28439 -0.02 0.01 0.01 0.3371
H 4.03825 1.27442 1.29316 -0.01 -0.01 -0.01 0.2966
H 4.34690 -0.45829 1.58237 0.14 0.18 0.13 0.3558
H 3.93104 1.18396 -1.57601 -0.12 -0.06 0.04 0.5009
H 2.64077 0.07882 -2.04010 0.02 0.27 -0.10 0.3730
H 1.36992 0.92269 0.63746 0.01 0.07 -0.10 0.1054
H 0.18863 2.91997 1.43549 -0.01 0.04 -0.11 0.4609
H 0.28121 3.52753 -0.24239 -0.01 -0.06 0.20 0.4485
H -0.87627 1.99676 -2.05448 0.09 0.04 -0.12 0.5238
H -3.09715 0.94493 -2.51490 -0.04 -0.03 -0.08 0.4921
H -4.57283 0.40367 -0.57495 -0.07 -0.07 -0.12 0.3384
H -1.85232 1.81722 2.10742 0.14 0.07 0.09 0.3450
H 0.73192 -1.92048 -2.19190 -0.04 -0.03 -0.17 0.5996
```
Forces are in eV/Å.

The calculation puts the largest force on an atom at 0.01973 hartree/bohr. The energy above the lowest of the compared OMol25 structures with the same formula, charge and spin comes out at 72.1 kJ/mol. The energy is -52901.9502 eV. The calculation puts the HOMO-LUMO gap at 9.45 eV.

=====

(4)
Entry from OMol25: a cluster of 13 separate species, C19H46IN14O24 in total in a non-equilibrium geometry (ωB97M-V/def2-TZVPD).

```
104
Properties=species:S:1:pos:R:3:forces:R:3:mulliken_charge:R:1
C -1.36230 1.00140 -1.14399 -0.25 -0.24 1.14 -0.5937
C -1.93048 -0.42439 -0.60250 1.19 0.59 -1.82 0.1606
I -2.60599 -0.08734 1.43911 -0.07 -0.36 -0.62 0.1772
C -3.01431 -1.08943 -1.57006 0.65 -1.12 0.29 -0.9191
N -4.21409 -0.18695 -1.82655 -1.02 -2.28 2.78 0.9300
C -5.29156 -0.42789 -0.93337 -2.48 3.57 -1.92 0.2988
C -6.54887 0.50261 -1.10696 4.34 0.38 -2.84 -0.6334
C -6.35714 1.52747 -2.24245 1.20 -1.91 1.04 -0.1547
C -5.07905 1.55618 -3.10617 -0.98 -1.74 2.47 -0.2780
N -4.03782 0.65204 -2.82678 -3.32 2.42 -0.37 -0.7918
H -0.76856 0.90198 -2.11331 -0.83 0.02 1.36 0.3945
H -2.21207 1.75424 -1.26438 1.13 -1.05 0.06 0.1468
H -0.71269 1.40163 -0.27714 -0.80 -0.56 -1.67 0.0028
H -1.04086 -1.15208 -0.53714 -1.60 1.05 -0.09 -0.1515
H -2.59507 -1.38099 -2.60076 -0.39 0.79 1.64 0.3574
H -3.36418 -2.07785 -1.08930 0.28 1.70 -0.78 0.3903
H -5.25438 -1.23851 -0.11991 0.35 1.41 -1.67 0.4096
H -7.46459 0.40910 -0.43958 1.44 0.21 -1.13 0.3776
H -7.17565 2.29262 -2.47526 1.31 -1.35 0.38 0.4876
H -4.95416 2.30834 -3.98287 -0.13 -1.47 1.71 0.3809
C 1.25832 -3.41540 0.96745 0.04 -0.17 -0.20 -0.7012
N 0.24605 -3.39494 -0.12240 0.17 -0.36 0.12 1.0021
O 0.51372 -2.74762 -1.12541 -0.56 -0.24 0.25 -0.5186
O -0.78336 -4.03057 0.06706 0.39 0.63 -0.41 -0.5973
H 2.11307 -2.81569 0.66593 -0.24 -0.11 -0.04 0.3099
H 0.79183 -3.00053 1.85568 -0.04 -0.30 -0.22 0.3414
H 1.55067 -4.45332 1.12208 -0.15 0.09 0.05 0.2049
C 3.59028 -0.60127 3.92923 0.43 0.06 0.11 -0.5916
N 2.81073 -1.73477 3.36681 0.32 -0.12 0.28 0.9182
O 3.21305 -2.86090 3.59861 -0.53 0.42 -0.37 -0.5581
O 1.81569 -1.45807 2.70774 0.47 0.28 0.70 -0.5004
H 4.43611 -1.00037 4.48597 -0.21 -0.10 -0.08 0.3200
H 3.93409 0.00939 3.09242 -0.26 -0.21 0.35 0.2784
H 2.92694 -0.03915 4.58569 0.00 0.02 -0.20 0.1943
C 1.82877 2.45450 0.90356 -0.33 -0.13 0.05 -0.7495
N 3.29362 2.38136 1.13267 0.21 0.15 -0.12 0.9239
O 3.71754 1.42492 1.76469 0.05 0.62 -0.51 -0.5988
O 3.96812 3.28306 0.67166 -0.20 -0.59 0.28 -0.5283
H 1.35768 1.58928 1.36791 0.18 0.09 0.02 0.2256
H 1.47093 3.37839 1.35652 0.05 -0.03 -0.13 0.3027
H 1.66546 2.45233 -0.17376 0.11 0.14 0.09 0.3327
C -2.50861 3.80619 3.09503 -0.33 0.21 0.04 -0.6651
N -1.05460 3.86096 2.79156 0.05 0.15 -0.05 0.8696
O -0.67799 4.70740 1.99873 0.09 -0.55 0.34 -0.5248
O -0.33917 3.05045 3.36168 -0.18 0.33 -0.38 -0.4341
H -3.01685 4.57906 2.52149 0.19 -0.10 0.01 0.2928
H -2.86627 2.81726 2.81071 0.10 0.07 0.14 0.1137
H -2.62721 3.97804 4.16474 0.08 -0.18 -0.06 0.2988
C 3.78518 -6.22038 -0.35208 0.05 -0.36 -0.08 -0.7516
N 3.86172 -4.90484 -1.04011 0.01 0.17 -0.03 0.7867
O 3.80194 -4.90142 -2.25928 -0.15 0.06 0.45 -0.5048
O 3.98019 -3.91718 -0.33654 -0.02 -0.40 -0.44 -0.3942
H 3.68226 -7.00277 -1.10159 0.02 0.20 0.04 0.3352
H 4.70635 -6.34813 0.21537 -0.15 0.10 0.04 0.3159
H 2.91626 -6.19814 0.30433 0.18 0.04 0.03 0.2439
C -3.04320 -3.30455 4.19773 0.15 -0.33 -0.04 -0.5939
N -3.13363 -2.11741 5.08759 0.06 0.22 0.31 0.9146
O -2.31044 -2.02710 5.98545 -0.58 0.20 -0.55 -0.5171
O -4.03046 -1.31753 4.85217 0.65 -0.36 0.15 -0.5109
H -2.20828 -3.92303 4.52169 -0.11 0.16 0.03 0.2910
H -3.98259 -3.84982 4.28119 0.05 0.14 -0.08 0.3044
H -2.88441 -2.94252 3.18232 -0.13 0.00 0.09 0.1126
C 6.16412 -3.03068 -3.07893 -0.17 -0.14 0.06 -0.1977
N 7.63314 -3.04089 -2.85881 0.18 -0.11 0.06 0.9943
O 8.10292 -3.98908 -2.25193 -0.04 0.50 -0.28 -0.5667
O 8.26380 -2.09523 -3.30342 -0.17 -0.41 0.27 -0.5608
H 5.73666 -3.92421 -2.63400 0.25 0.16 -0.12 0.0549
H 5.76622 -2.13463 -2.60223 0.06 -0.18 -0.19 0.0212
H 5.99326 -3.01606 -4.15519 0.08 0.11 0.09 0.3142
C 6.70759 1.33779 -1.08630 -0.01 0.34 -0.13 -0.7821
N 6.16486 -0.04544 -1.10111 0.09 -0.06 0.15 0.9194
O 5.22284 -0.27326 -1.84692 0.22 0.04 0.38 -0.6059
O 6.70038 -0.85550 -0.36601 -0.42 0.25 -0.47 -0.4899
H 6.13688 1.94601 -1.78535 0.03 -0.18 0.09 0.3000
H 6.60653 1.71935 -0.07078 0.09 -0.11 -0.07 0.2827
H 7.75336 1.28301 -1.38647 -0.08 -0.06 0.14 0.3042
C -0.34344 0.98031 6.35501 0.12 -0.31 -0.13 -0.4762
N -0.43507 2.16594 7.24547 0.16 0.20 0.26 0.9445
O 0.38412 2.25779 8.14266 -0.47 0.10 -0.41 -0.5411
O -1.32897 2.96349 7.00990 0.37 -0.27 0.10 -0.5470
H 0.49144 0.36142 6.67873 -0.13 0.15 0.07 0.2591
H -1.28266 0.43359 6.43658 0.05 0.10 -0.08 0.2713
H -0.18349 1.34270 5.33963 -0.16 0.04 0.09 0.0982
C -6.70630 5.06659 -0.81985 -0.30 -0.15 0.06 -0.7501
N -5.23599 5.04092 -0.60266 0.27 0.10 0.01 0.8931
O -4.77456 4.09683 0.02207 -0.02 0.31 -0.29 -0.4690
O -4.59602 5.96775 -1.06584 -0.22 -0.59 0.23 -0.5296
H -7.14489 4.18506 -0.35558 0.16 0.13 0.02 0.3005
H -7.09062 5.97627 -0.36008 0.06 -0.03 -0.18 0.3074
H -6.87949 5.06378 -1.89576 0.05 0.21 0.09 0.2665
C -2.92916 5.04986 -4.20820 0.25 0.14 0.15 -0.5961
N -3.95981 5.06273 -5.27990 0.27 0.38 -0.51 0.9241
O -3.72245 5.71648 -6.27485 -0.41 -0.50 0.59 -0.4979
O -4.97800 4.40990 -5.07947 0.18 0.01 -0.01 -0.5842
H -2.08936 5.66683 -4.52181 -0.18 -0.09 -0.04 0.3164
H -3.38824 5.45283 -3.30537 0.01 -0.12 -0.05 0.1865
H -2.61626 4.01583 -4.06562 -0.10 0.08 0.03 0.2550
C 2.08567 -3.60436 -4.57973 0.00 -0.20 0.23 -0.4184
N 1.91237 -3.41834 -6.04405 -0.09 -0.09 -0.32 0.9177
O 1.53369 -4.38059 -6.69060 0.16 0.53 0.17 -0.5332
O 2.16278 -2.31149 -6.49187 -0.15 -0.49 0.14 -0.5352
H 1.82884 -4.63010 -4.32283 0.06 0.14 -0.14 0.2767
H 3.12811 -3.39749 -4.34283 -0.17 0.09 0.02 0.0427
H 1.41954 -2.90305 -4.07860 0.19 0.03 -0.04 0.2457
```
Forces are in eV/Å.

The calculation puts the largest force on an atom at 0.10104 hartree/bohr. The net charge is +1. The energy is -98507.3304 eV. The calculation puts the HOMO-LUMO gap at 6.96 eV.